{"formula": "C31H23Cl2IO4PRh", "method": "ωB97M-V with the def2-TZVPD basis set", "lumo_energy_ha": -0.253, "total_charge": 2, "symbols": ["C", "Cl", "H", "C", "C", "C", "H", "C", "C", "C", "H", "C", "C", "C", "C", "C", "Cl", "C", "P", "C", "I", "C", "H", "C", "C", "H", "O", "H", "C", "C", "H", "C", "C", "H", "C", "O", "C", "H", "C", "H", "C", "H", "H", "H", "Rh", "H", "H", "C", "H", "H", "H", "H", "C", "C", "O", "C", "H", "O", "H", "H", "H", "C", "C"], "positions_angstrom": [[1.3068, 0.5489, -0.6428], [-0.9612, -5.2151, 1.4415], [3.1906, 3.4210, 0.2237], [-0.1584, 2.9912, 0.7460], [-2.4803, -0.1485, -0.7492], [-1.1760, -0.6760, 1.8230], [-3.5350, -3.0028, -2.2323], [0.1675, -1.6154, 3.6613], [-1.2191, 2.0556, 0.7692], [1.8197, 5.0502, 0.6974], [-3.2353, -1.2985, 1.7527], [0.1495, -6.2098, 2.4533], [-0.4606, 4.3415, 1.0594], [4.1998, 0.2966, -2.8240], [2.1333, 0.1589, -1.6747], [1.7029, -0.8774, -2.5642], [-0.0291, -5.8590, 4.1578], [-3.3362, 0.7668, -1.3616], [-1.2064, 0.3353, 0.3679], [3.4345, 0.7554, -1.8148], [1.8578, -3.1071, 0.5526], [3.7482, -0.7235, -3.6955], [1.1549, -5.9712, 2.1265], [1.2048, 2.7474, 0.4460], [2.4952, -1.3254, -3.5852], [1.1216, -1.7212, 4.1574], [5.4480, 0.6609, -3.1948], [2.1923, -2.1087, -4.2636], [0.5370, 5.3545, 1.0199], [2.1670, 3.7028, 0.4209], [6.6633, -0.7828, -4.0526], [-1.7772, 4.6913, 1.4440], [-2.2926, -1.3499, 2.2822], [2.5930, 5.8045, 0.6779], [-0.9778, -2.2671, 4.1402], [1.6990, 1.3769, 0.3009], [0.0847, -0.8675, 2.4676], [6.0033, 0.4703, -5.1824], [-2.4820, 2.4298, 1.2048], [3.7793, 1.5163, -1.1327], [-4.2774, 0.3091, -2.2691], [-3.7670, 4.0359, 1.8577], [0.2432, 6.3653, 1.2662], [-5.0928, -1.3932, -3.2785], [-0.3125, -2.9096, 1.9247], [-0.1218, -7.2409, 2.2602], [-0.9207, -2.8881, 5.0224], [5.8185, -0.1465, -4.3063], [-3.0087, -2.7893, 3.7131], [-1.9773, 5.7290, 1.6800], [0.9863, -0.4071, 2.0857], [-3.2778, 1.6948, 1.2633], [-2.1541, -2.2070, 3.3965], [-3.4805, -1.9527, -1.9802], [4.6731, -0.9993, -4.5802], [-2.7703, 3.7597, 1.5454], [-1.8545, -2.2172, -0.6072], [0.1405, -0.0534, -0.4786], [-4.9486, 1.0118, -2.7430], [-3.2609, 1.8250, -1.1506], [0.7298, -1.3184, -2.4079], [-4.3528, -1.0436, -2.5710], [-2.5406, -1.5135, -1.0666]]}

=====

{"formula": "C20H39FN4O2SbSiSr", "method": "ωB97M-V with the def2-TZVPD basis set", "lumo_energy_ha": -0.110, "total_charge": 1, "symbols": ["C", "C", "H", "H", "C", "C", "H", "N", "C", "H", "N", "H", "C", "C", "H", "H", "C", "C", "H", "H", "H", "Sb", "C", "C", "H", "H", "H", "H", "H", "H", "H", "H", "F", "C", "N", "C", "H", "C", "H", "H", "H", "H", "H", "C", "H", "H", "C", "C", "Si", "O", "H", "H", "H", "C", "H", "H", "H", "H", "C", "H", "H", "Sr", "H", "H", "C", "N", "H", "O", "H"], "positions_angstrom": [[1.8743, -1.9862, 1.0382], [0.0739, -1.6466, 2.2531], [7.7849, 3.8193, -4.5750], [-6.9833, -4.7706, -0.9939], [4.6914, 1.3766, -1.4407], [4.7033, 4.7775, -1.1070], [4.0141, 6.3406, -2.4613], [2.3664, -1.9310, 2.2988], [-3.7422, -4.1246, 1.6482], [5.4320, 4.7440, -0.3026], [0.5476, -1.9213, 0.9957], [5.0482, 0.6696, -2.1411], [-4.7003, 0.1572, 0.3840], [-5.5177, 1.2110, 0.8073], [7.0795, 1.9731, -3.1629], [1.1383, -2.4370, 4.0125], [-6.5113, -3.3151, 1.6890], [4.8379, 6.2025, -1.7372], [3.2075, 0.0881, -0.6205], [-3.9169, -4.9077, 2.3471], [3.5580, -2.1134, 0.0550], [4.8753, 3.1675, -2.6258], [3.2976, 1.0916, -1.0263], [-7.3388, 0.1706, -0.3139], [7.4281, 2.9645, -1.6756], [3.6967, 4.6604, -0.7188], [2.6542, 1.0875, -1.9180], [-6.9974, -1.6656, -1.1956], [2.2135, -2.0919, -0.9829], [5.7729, 6.2694, -2.2438], [-0.8282, 0.6213, 0.8818], [4.6135, 6.9571, -0.9339], [-3.5385, 0.1742, 1.1702], [8.0667, 3.8255, -3.5532], [2.5873, -2.1523, -0.0571], [-6.8234, 1.2909, 0.3988], [-6.7635, -4.2503, 2.1963], [-5.8880, -4.6881, -0.8202], [-2.8857, -4.5469, 1.0845], [-2.7868, 1.2912, -0.5202], [8.3075, 4.8645, -3.2061], [9.0372, 3.3339, -3.3513], [2.8120, 1.9477, -0.5040], [3.7181, -2.0678, 2.7300], [1.2632, -0.6983, 3.7609], [-5.4196, -4.5572, -1.8353], [-5.1685, -0.9922, -0.2041], [7.0807, 2.9780, -2.7728], [-5.1385, -3.5706, 0.4561], [-1.0701, -1.1165, 2.3428], [-5.6177, -5.7027, -0.5117], [4.0797, -3.0526, 2.5180], [3.8306, -2.0346, 3.7853], [-6.5567, -0.9036, -0.6081], [-8.3335, 0.2743, -0.6429], [-7.4534, -2.8267, 1.2850], [-0.0117, 1.0527, -0.7329], [-7.4988, 2.0975, 0.6777], [1.2735, -1.6529, 3.2206], [-5.2011, 1.7770, 1.6436], [4.3528, -1.2887, 2.3464], [-1.9917, -1.8139, 0.2169], [-6.2049, -2.6124, 2.4421], [-0.9611, 2.2094, 0.2442], [-0.8691, 1.1514, -0.0609], [-4.4197, -2.1326, -0.2077], [5.3672, 1.4847, -0.5577], [-2.0686, 0.6890, -0.7588], [-3.4791, -3.2194, 2.1511]]}

=====

{"formula": "C45H81N9O3", "method": "ωB97M-V with the def2-TZVPD basis set", "smiles": "CC(C)=O.CC(C)=O.CC(C)=O.CCCC#N.CCCC#N.CCCC#N.CCCC#N.CCCC#N.CCCC#N.CCCC#N.CCCC#N.CCCC#N", "lumo_energy_ha": 0.014, "symbols": ["C", "H", "H", "C", "C", "C", "C", "H", "H", "H", "H", "H", "C", "H", "H", "H", "H", "H", "N", "H", "C", "C", "C", "H", "C", "H", "H", "N", "H", "N", "C", "C", "H", "C", "C", "H", "H", "C", "H", "H", "H", "H", "N", "H", "H", "H", "C", "C", "H", "H", "H", "C", "H", "N", "C", "N", "C", "C", "H", "O", "H", "H", "H", "H", "N", "H", "N", "H", "H", "C", "H", "C", "H", "H", "H", "C", "H", "H", "H", "C", "C", "C", "C", "H", "H", "H", "H", "H", "C", "H", "H", "H", "C", "H", "O", "H", "H", "O", "C", "H", "H", "H", "H", "C", "H", "N", "C", "C", "H", "H", "C", "H", "C", "H", "C", "H", "H", "H", "H", "C", "H", "H", "C", "C", "H", "H", "C", "H", "H", "H", "H", "H", "H", "C", "C", "C", "H", "C"], "positions_angstrom": [[-2.7152, 4.4536, 3.2522], [5.7187, -4.2734, 0.3110], [-3.5402, 2.5619, -4.0190], [1.9541, 4.4396, 2.2742], [-1.8378, 5.2274, 2.2961], [0.4189, 5.5822, -5.1125], [2.1000, 4.0576, 0.8454], [1.6915, -1.7152, -4.5492], [0.1480, -6.1912, 3.4953], [1.2059, 2.5748, 2.7766], [-1.3639, -2.2943, -5.0535], [0.1026, -4.3831, 1.6112], [3.9526, -4.0998, -0.7607], [-3.3036, 5.1822, 3.8238], [-0.9247, 3.9469, -5.1135], [-3.5790, -0.8193, -2.9477], [4.1408, -5.0701, -1.2926], [-4.0581, -4.9457, -2.8329], [-1.0984, 5.2735, -1.5445], [-0.6147, -7.2431, 2.4180], [0.9937, -1.2337, -3.8757], [-3.8628, 2.9195, -3.0105], [-4.4849, 5.0610, -1.6832], [-5.5139, -0.3749, 0.7232], [-0.1292, -0.6192, -4.7031], [-1.2229, -0.7579, 2.2245], [-0.1422, 2.7124, -3.0695], [-3.2426, -4.4302, 0.7498], [7.3975, -3.3356, 3.8021], [4.1741, 2.0245, 3.1840], [-1.0026, 4.2791, 5.0313], [1.9039, 3.2200, 3.2300], [2.6871, 5.1618, 2.5173], [6.4885, -2.9600, 4.1480], [-4.3511, -1.6369, 2.9044], [1.3094, 3.7523, -2.9507], [4.9061, 0.1544, 4.3921], [3.7829, 1.3458, -2.0084], [2.4230, -2.6706, -0.4385], [6.1630, -1.3423, -1.2527], [-1.5063, -5.8877, 2.9642], [-3.4513, 5.0510, -1.3624], [3.9139, -5.5629, 2.4856], [-5.1715, -1.4030, -2.5103], [6.3327, 0.3596, -1.2616], [-4.4578, -1.8096, -4.1534], [-2.2321, -4.9519, 0.5341], [-0.3841, -1.0898, 1.5912], [3.0451, 3.5425, 0.5612], [-5.8932, -2.9298, 2.3417], [-2.4474, 5.6574, 1.5469], [-5.6275, -1.8704, 2.1727], [-3.5461, -2.2790, 2.5074], [-3.2878, 0.6742, 2.9415], [-4.2686, -1.6219, -3.0952], [3.0412, -1.7649, 2.7594], [-0.5415, -6.2154, 2.6916], [3.8788, -1.3769, 3.4201], [-1.2674, 6.0078, 2.8020], [-2.4607, -2.8571, -2.0952], [-0.7868, -2.0839, 1.1912], [1.0622, 5.0044, 2.3649], [-6.2091, -1.8814, 0.0913], [-2.9951, 2.9244, -2.3972], [-5.3280, 3.5945, 0.2686], [1.9569, 4.9357, 0.2089], [3.7816, 2.4682, -2.2181], [-2.4851, -0.3527, -0.0037], [-4.4095, -1.6037, 0.3092], [-5.4147, -1.4612, 0.7097], [0.5706, -1.2883, 2.0472], [-0.7958, -1.5985, -5.7040], [-1.9638, 1.2351, -0.1524], [6.5851, -1.1830, 2.9066], [-3.4135, 3.8203, 2.7015], [4.4849, -0.2617, -0.3429], [2.0822, -3.8153, -1.6958], [4.7204, -3.0037, 0.9633], [-1.5027, -0.9235, -6.2485], [-5.1197, 4.3255, -0.5801], [3.6619, -0.0198, -1.6381], [0.2470, 3.7285, -3.2570], [-1.0148, -5.6351, 0.3172], [-0.6316, -5.3051, -0.6456], [1.4290, 5.8367, -4.8248], [-4.5596, -1.8226, 3.9492], [4.0144, -0.6140, -2.5020], [-4.1299, 4.9256, -3.7624], [-1.6222, 0.1866, -0.3746], [2.5746, -0.2199, -1.5189], [0.9249, -5.7258, 1.0845], [0.5268, -2.0064, -3.2698], [0.1267, 4.1101, -4.7288], [5.6385, -3.4270, 3.6685], [-0.5733, 0.5095, -4.5879], [7.0478, -0.7732, 4.4818], [1.5449, 3.4968, 4.1897], [0.7089, 0.0678, -0.1700], [3.1580, 2.5250, 3.2864], [1.9412, -4.2327, 0.1060], [-1.4922, 0.0818, -1.4764], [0.8021, 3.3899, -5.2158], [-4.9204, 6.0938, -1.7405], [-3.6313, -2.8923, -2.4400], [4.3787, -3.3868, -1.4837], [-0.1838, 4.8490, 5.6411], [-3.7679, -0.3290, 2.7915], [-0.0364, -5.4436, 1.4319], [-0.0462, -2.0110, -6.3921], [-5.6786, 4.1664, -3.2305], [-4.4124, -4.1805, -2.1407], [-1.2142, 4.5319, 1.7446], [4.2853, -4.8987, 1.6020], [-5.5368, -4.1202, -2.1447], [-4.5842, 4.2667, -3.0282], [1.2845, 3.3603, 0.4728], [4.0355, -1.1294, 0.1914], [-6.4422, -1.2740, 2.5545], [1.4300, -0.4862, -3.2191], [6.3364, -1.4112, 3.9618], [0.2769, 5.8000, -6.1954], [-2.7901, 3.2376, 5.0485], [-0.4680, 4.5617, -2.2198], [-2.0398, 3.5362, 4.2711], [-1.6221, 2.5765, 3.9231], [-4.1175, -4.5055, -1.1734], [-0.3479, -0.2378, 0.3397], [4.3402, 0.6708, 0.2496], [6.6545, -0.5370, 0.2116], [-1.2370, -6.7138, 0.1559], [4.7272, -1.3853, 5.3094], [-4.5405, 2.1478, -2.6671], [6.4392, -3.2967, 5.1813], [2.5077, -3.7246, -0.6873], [5.9816, -0.4285, -0.6735], [4.7089, -3.9679, 0.5225], [-0.2026, 6.3459, -4.6415], [4.9465, -0.9184, 4.3092]]}

=====

{"formula": "C4H11ClSSi", "method": "ωB97M-V with the def2-TZVPD basis set", "lumo_energy_ha": [-0.143, -0.143], "symbols": ["C", "C", "H", "H", "Si", "H", "C", "S", "H", "H", "H", "H", "H", "H", "H", "H", "Cl", "C"], "positions_angstrom": [[1.0731, -0.4237, 1.1539], [-0.0523, -0.9999, 0.3280], [2.7850, 2.6420, -0.6553], [1.0940, -1.1017, 1.9875], [2.7405, 1.1376, -1.0863], [-2.0038, -1.3355, -1.3026], [-2.2931, -0.3719, -0.8064], [2.6327, -0.3936, 0.2663], [-2.7717, -0.5235, 0.2222], [2.6971, 1.0029, -2.5537], [-1.0472, 0.9236, 0.3590], [-2.6667, 0.4926, -1.3928], [0.7227, 0.5686, 1.5467], [0.2373, -1.6876, -0.3690], [-0.7604, -1.5534, 0.8952], [-0.3342, 0.5454, -1.2018], [-1.1860, 0.9561, 2.9908], [-0.8671, 0.1219, -0.3816]]}

=====

{"formula": "C34H39HgN5O3P2S", "method": "ωB97M-V with the def2-TZVPD basis set", "lumo_energy_ha": [-0.098, -0.098], "symbols": ["C", "C", "C", "N", "C", "C", "H", "H", "N", "H", "H", "H", "H", "H", "C", "C", "C", "H", "H", "H", "H", "S", "H", "C", "C", "C", "O", "C", "H", "N", "H", "O", "H", "C", "H", "C", "P", "O", "H", "C", "H", "H", "C", "H", "H", "H", "H", "H", "C", "C", "H", "H", "C", "H", "C", "H", "H", "C", "H", "H", "N", "H", "N", "C", "C", "C", "C", "H", "C", "P", "C", "H", "C", "C", "H", "Hg", "C", "C", "H", "C", "H", "C", "H", "C", "H"], "positions_angstrom": [[3.9990, 1.0592, -2.9943], [-0.2806, 4.6829, 3.3548], [0.2771, -3.2268, -2.0657], [-1.2314, 3.0452, -0.8356], [-1.7138, 4.6307, 3.2651], [-2.7579, -0.4255, -0.8251], [2.8064, -1.4910, -0.7664], [0.0363, -2.1966, 3.7884], [0.7350, -1.8994, -0.2919], [1.2184, 1.6927, -6.8780], [1.2453, 2.7037, -2.7130], [1.9355, 0.7329, 1.8464], [-1.8030, -5.3148, 6.4940], [3.8552, 0.9197, -1.9071], [-2.2902, 2.8470, -1.7299], [-4.8094, -3.9481, 5.5974], [-2.2596, 3.8481, -2.6914], [1.6897, -4.1800, 4.6624], [5.0909, 1.1512, -3.1300], [3.7035, -4.3327, 2.8279], [-3.1059, -1.4584, -0.8656], [-5.3074, -2.1846, 3.4237], [-0.2552, -3.8338, -2.7836], [2.8723, -3.6447, 2.8222], [2.6233, -2.6718, 1.8587], [1.8926, -1.9950, -1.0601], [-6.2685, -3.0008, 2.7234], [-3.8722, -4.7077, 6.3169], [-1.2380, -2.7350, -0.4613], [1.4187, -2.0241, 2.1618], [2.4378, 0.1197, 0.2572], [-5.7861, -1.0574, 4.1852], [3.2098, -2.3916, 1.0008], [-2.0355, 3.7429, 2.2431], [3.7777, 2.7661, -4.3264], [-4.3433, -3.2311, 4.4983], [0.3942, -0.9397, 1.1453], [-1.7425, -2.2960, 2.2383], [-2.4185, 5.1772, 3.8785], [1.5729, 0.4607, 0.8419], [0.3606, 4.5066, -0.7331], [-2.9665, 3.9801, -3.4997], [3.0814, 0.9224, -6.0796], [0.1199, 2.4631, -4.8573], [3.0431, 0.4296, -7.0674], [1.2439, 3.5747, 2.1321], [1.4832, 2.5958, 0.5023], [-1.0637, -4.0133, 4.4534], [1.8164, -3.5678, 3.7833], [3.3105, 2.3805, -3.4055], [2.3398, 2.9445, -6.3952], [0.3045, 5.2773, 4.0445], [-2.8317, -2.4111, 2.8537], [-4.1984, -5.2833, 7.1842], [-2.5210, -4.7281, 5.9195], [2.9135, -1.1922, -5.5025], [3.7301, -1.1065, -3.2416], [2.9984, -0.1959, -5.0446], [3.5270, 3.1336, -2.6233], [-3.1856, 0.2587, -0.0889], [-0.8432, 3.2166, 1.7097], [-5.8646, -3.9020, 5.8628], [-4.0012, -1.8248, 2.5115], [-2.0960, -4.0074, 4.7984], [-0.5084, 4.1614, -1.2737], [-0.2554, -2.6760, -0.9097], [1.9290, 1.9686, -6.0827], [1.0671, 1.6492, -0.9224], [-1.1275, 4.6824, -2.4053], [-0.8674, 1.9172, 0.5003], [-3.0303, -3.2484, 4.0867], [-0.8126, 5.5567, -2.9607], [1.1520, 2.0915, -4.7860], [0.9411, 1.7010, 0.1717], [-2.1580, -0.0409, -1.6474], [1.1187, 0.0422, -3.7430], [0.9572, -2.5608, 3.3669], [1.8053, 2.2534, -3.5410], [4.0496, 1.4488, -6.0628], [0.2219, 3.8155, 2.3874], [-2.9458, 2.0035, -1.5754], [1.6433, -2.8130, -2.1517], [-2.9873, 3.4156, 1.8482], [3.4642, -0.1525, -3.7084], [2.3704, -3.0600, -2.9138]]}

=====

{"formula": "C2H4N2O2", "method": "ωB97M-V with the def2-TZVPD basis set", "smiles": "NN(C=O)C=O", "lumo_energy_ha": 0.017, "symbols": ["H", "H", "H", "C", "O", "H", "N", "O", "C", "N"], "positions_angstrom": [[1.7825, 0.9255, 0.6128], [-0.3269, 1.5476, -1.1858], [-1.4666, -0.8832, -0.9273], [-1.0288, -0.8744, 0.1135], [-1.4204, -1.5087, 1.0139], [0.1268, -0.1323, -1.9057], [0.0841, 0.0203, 0.0806], [0.8888, -0.0521, 2.2500], [1.0462, 0.2695, 1.0859], [0.3142, 0.6879, -1.1379]]}

=====

{"formula": "C3H5NO3", "method": "ωB97M-V with the def2-TZVPD basis set", "smiles": "NC(=O)COC=O", "lumo_energy_ha": 0.029, "symbols": ["C", "C", "H", "C", "O", "H", "H", "O", "N", "H", "O", "H"], "positions_angstrom": [[0.0027, 0.5672, 1.0789], [0.1292, -0.6012, -1.7442], [-1.4692, 0.8890, -0.2789], [0.8342, -0.5619, 0.4879], [0.2907, -1.2904, -0.6154], [0.9358, -1.3067, 1.2806], [1.8206, -0.1689, 0.2364], [0.2910, 0.5889, -1.8612], [-1.3215, 0.6598, 0.6938], [-0.1825, -1.2767, -2.5552], [0.4985, 1.2212, 1.9705], [-1.8295, 1.2798, 1.3068]]}

=====

{"formula": "C2CsLiO4", "method": "ωB97M-V with the def2-TZVPD basis set", "lumo_energy_ha": -0.030, "symbols": ["C", "O", "C", "Cs", "O", "O", "O", "Li"], "positions_angstrom": [[0.1131, -0.8460, 0.1015], [0.8587, -0.8324, 1.1045], [-0.1124, 0.5367, -0.6130], [2.1373, 1.9470, 2.8145], [-0.6057, -1.7901, -0.2966], [-1.1393, 0.6233, -1.3250], [0.6162, 1.4812, -0.2387], [-1.8680, -1.1197, -1.5473]]}

=====

One value per record, in order, for energy above the lowest of the compared OMol25 structures with the same formula, charge and spin: 0.00; 222.66; 108.54; 442.17; 331.94; 277.59; 82.92; 0.00 kJ/mol.